1 | ORCA calculation (ωB97M-V with the def2-TZVPD basis set) on a 2-piece molecular cluster, C9H14 overall.

HOMO ... -9.02 eV
LUMO level ... 0.975 eV
Spin multiplicity ... 1

Geometry (Å):
C (-1.69, 2.15, 0.08)
C (-1.32, 1.11, 1.11)
C (-1.63, -0.23, 0.85)
C (-1.06, -1.24, 1.59)
C (-0.23, -0.90, 2.66)
C (-0.03, 0.42, 3.03)
C (-0.59, 1.42, 2.24)
H (-1.75, 3.17, 0.49)
H (-2.71, 2.04, -0.28)
H (-0.95, 2.15, -0.71)
H (-2.27, -0.46, 0.00)
H (-1.16, -2.28, 1.31)
H (0.13, -1.65, 3.36)
H (0.51, 0.59, 3.91)
H (-0.27, 2.45, 2.32)
C (1.71, -0.36, -2.53)
C (2.03, -1.79, -2.94)
H (2.59, 0.26, -2.70)
H (0.85, 0.00, -3.09)
H (1.43, -0.30, -1.48)
H (3.03, -2.10, -2.70)
H (1.99, -1.88, -4.02)
H (1.38, -2.56, -2.52)

Atom charges from the natural (NBO) analysis, given in e for atoms 1 to 5: -0.635 -0.019 -0.201 -0.212 -0.219

2 | ORCA calculation (ωB97M-V with the def2-TZVPD basis set) on a 2-piece molecular cluster, C9H14 overall.

HOMO ... -9.00 eV
LUMO level ... 1.023 eV
Spin multiplicity ... 1

Geometry (Å):
C (1.27, 0.92, 2.95)
C (1.35, 0.01, 1.76)
C (2.53, -0.18, 1.03)
C (2.52, -0.96, -0.13)
C (1.33, -1.47, -0.61)
C (0.20, -1.39, 0.20)
C (0.16, -0.59, 1.33)
H (0.37, 1.51, 2.82)
H (2.13, 1.45, 3.36)
H (1.12, 0.25, 3.82)
H (3.46, 0.29, 1.32)
H (3.46, -1.17, -0.63)
H (1.35, -2.17, -1.43)
H (-0.64, -1.95, -0.20)
H (-0.84, -0.55, 1.74)
C (-2.72, 0.20, -2.61)
C (-2.23, 1.32, -1.64)
H (-3.12, -0.68, -2.11)
H (-3.52, 0.53, -3.26)
H (-1.94, -0.06, -3.32)
H (-1.33, 1.61, -2.17)
H (-1.98, 0.92, -0.67)
H (-2.94, 2.14, -1.56)

Atom charges from the natural (NBO) analysis, given in e for atoms 1 to 5: -0.644 0.006 -0.230 -0.191 -0.234

3 | ORCA calculation (ωB97M-V with the def2-TZVPD basis set) on a 2-piece molecular cluster, C9H14 overall.

HOMO ... -8.65 eV
LUMO level ... 0.995 eV
Spin multiplicity ... 1

Geometry (Å):
C (2.55, -0.04, -1.06)
C (1.40, 0.09, -0.25)
C (1.01, -1.04, 0.38)
C (0.13, -0.88, 1.42)
C (-0.09, 0.36, 1.96)
C (0.12, 1.52, 1.23)
C (0.89, 1.40, 0.08)
H (2.66, -0.99, -1.52)
H (3.49, 0.07, -0.43)
H (2.64, 0.76, -1.92)
H (1.39, -2.01, 0.05)
H (-0.23, -1.78, 1.93)
H (-0.44, 0.53, 3.01)
H (-0.34, 2.49, 1.65)
H (1.21, 2.28, -0.52)
C (-2.36, -0.60, -2.10)
C (-2.80, -0.49, -0.70)
H (-2.94, -1.25, -2.67)
H (-2.41, 0.35, -2.59)
H (-1.35, -1.08, -2.18)
H (-2.44, 0.47, -0.17)
H (-3.83, -0.21, -0.33)
H (-2.54, -1.48, -0.18)

Atom charges from the natural (NBO) analysis, given in e for atoms 1 to 5: -0.615 -0.042 -0.216 -0.193 -0.230

4 | ORCA calculation (ωB97M-V with the def2-TZVPD basis set) on a 2-piece molecular cluster, C9H14 overall.

HOMO ... -9.06 eV
LUMO level ... 1.025 eV
Spin multiplicity ... 1

Geometry (Å):
C (-1.53, -0.90, -2.01)
C (-0.78, -1.43, -0.68)
C (-0.40, -0.48, 0.27)
C (0.35, -1.04, 1.38)
C (0.77, -2.38, 1.39)
C (0.26, -3.30, 0.46)
C (-0.53, -2.81, -0.55)
H (-2.22, 0.04, -1.80)
H (-2.13, -1.67, -2.53)
H (-0.65, -0.64, -2.66)
H (-0.54, 0.65, 0.15)
H (0.71, -0.45, 2.17)
H (1.44, -2.76, 2.18)
H (0.42, -4.37, 0.58)
H (-0.92, -3.40, -1.25)
C (1.44, 2.85, 0.22)
C (0.00, 3.36, 0.54)
H (2.07, 2.96, 1.10)
H (1.29, 1.77, -0.19)
H (2.17, 3.49, -0.40)
H (-0.74, 3.21, -0.39)
H (0.04, 4.45, 0.66)
H (-0.52, 2.85, 1.36)

Atom charges from the natural (NBO) analysis, given in e for atoms 1 to 5: -0.639 0.014 -0.240 -0.192 -0.231

Of them, 3 has the lowest stability.

1 | ORCA calculation (ωB97M-V with the def2-TZVPD basis set) on a 2-piece molecular cluster, C9H14 overall.

HOMO ... -8.89 eV
LUMO level ... 0.915 eV
Spin multiplicity ... 1

Geometry (Å):
C (-1.65, -3.30, -1.88)
C (-0.85, -2.08, -1.71)
C (0.07, -1.70, -0.68)
C (0.41, -0.43, -0.48)
C (0.50, 0.50, -1.53)
C (-0.10, 0.10, -2.67)
C (-1.01, -1.09, -2.70)
H (-1.09, -4.15, -1.97)
H (-2.28, -3.17, -2.72)
H (-2.32, -3.38, -1.10)
H (0.29, -2.51, 0.14)
H (0.79, -0.04, 0.46)
H (0.82, 1.66, -1.58)
H (0.15, 0.47, -3.70)
H (-1.72, -1.17, -3.50)
C (1.38, 2.89, 2.62)
C (0.68, 2.09, 3.76)
H (1.86, 3.78, 2.95)
H (1.94, 2.37, 1.83)
H (0.60, 3.38, 2.00)
H (0.00, 2.68, 4.36)
H (1.36, 1.87, 4.64)
H (0.17, 1.21, 3.44)

Atom charges from the natural (NBO) analysis, given in e for atoms 1 to 5: -0.622 -0.009 -0.210 -0.217 -0.253

2 | ORCA calculation (ωB97M-V with the def2-TZVPD basis set) on a 2-piece molecular cluster, C9H14 overall.

HOMO ... -9.00 eV
LUMO level ... 1.041 eV
Spin multiplicity ... 1

Geometry (Å):
C (0.83, -2.68, 1.00)
C (1.00, -1.24, 0.58)
C (1.56, -0.30, 1.45)
C (1.67, 1.03, 1.06)
C (1.01, 1.42, -0.09)
C (0.61, 0.48, -1.04)
C (0.53, -0.86, -0.67)
H (1.60, -3.08, 1.64)
H (0.68, -3.28, 0.10)
H (-0.14, -2.80, 1.51)
H (2.03, -0.70, 2.33)
H (2.23, 1.69, 1.71)
H (1.04, 2.47, -0.37)
H (0.40, 0.91, -2.01)
H (0.10, -1.53, -1.40)
C (-2.64, 0.28, -1.01)
C (-2.92, 1.81, -0.88)
H (-1.75, 0.31, -1.63)
H (-2.39, -0.17, -0.06)
H (-3.42, -0.25, -1.55)
H (-3.43, 2.02, 0.06)
H (-1.98, 2.35, -0.86)
H (-3.64, 2.09, -1.64)

Atom charges from the natural (NBO) analysis, given in e for atoms 1 to 5: -0.628 -0.014 -0.221 -0.197 -0.228

3 | ORCA calculation (ωB97M-V with the def2-TZVPD basis set) on a 2-piece molecular cluster, C9H14 overall.

HOMO ... -9.00 eV
LUMO level ... 0.993 eV
Spin multiplicity ... 1

Geometry (Å):
C (-1.01, 0.97, -2.93)
C (-0.17, 1.04, -1.70)
C (-0.51, 1.88, -0.65)
C (0.40, 1.95, 0.39)
C (1.57, 1.14, 0.49)
C (1.83, 0.30, -0.58)
C (1.04, 0.37, -1.73)
H (-1.12, 1.82, -3.59)
H (-2.00, 0.78, -2.58)
H (-0.66, 0.16, -3.59)
H (-1.38, 2.56, -0.83)
H (0.17, 2.60, 1.29)
H (2.00, 1.23, 1.50)
H (2.65, -0.37, -0.49)
H (1.54, -0.14, -2.53)
C (-1.03, -2.54, 2.22)
C (0.08, -1.53, 2.12)
H (-2.11, -2.08, 2.20)
H (-1.23, -3.35, 1.50)
H (-1.14, -2.87, 3.28)
H (-0.48, -0.62, 1.98)
H (0.77, -1.73, 1.25)
H (0.80, -1.58, 2.97)

Atom charges from the natural (NBO) analysis, given in e for atoms 1 to 5: -0.630 -0.013 -0.234 -0.191 -0.237

4 | ORCA calculation (ωB97M-V with the def2-TZVPD basis set) on a 2-piece molecular cluster, C9H14 overall.

HOMO ... -8.96 eV
LUMO level ... 1.020 eV
Spin multiplicity ... 1

Geometry (Å):
C (2.08, 0.43, 2.12)
C (1.05, 0.78, 1.11)
C (-0.31, 0.46, 1.29)
C (-1.28, 1.08, 0.51)
C (-0.99, 1.88, -0.56)
C (0.37, 2.08, -0.83)
C (1.34, 1.55, -0.03)
H (1.96, -0.64, 2.35)
H (1.90, 0.87, 3.10)
H (3.11, 0.62, 1.82)
H (-0.51, -0.37, 1.96)
H (-2.34, 0.91, 0.69)
H (-1.66, 2.43, -1.20)
H (0.62, 2.77, -1.63)
H (2.35, 1.85, -0.32)
C (-0.32, -1.81, -1.58)
C (-1.64, -2.33, -1.10)
H (-0.30, -0.71, -1.59)
H (0.45, -1.94, -0.81)
H (0.02, -2.32, -2.48)
H (-2.03, -1.84, -0.20)
H (-2.38, -2.39, -1.90)
H (-1.50, -3.35, -0.72)

Atom charges from the natural (NBO) analysis, given in e for atoms 1 to 5: -0.636 -0.002 -0.226 -0.199 -0.238

Of them, 1 has the lowest stability.

1 | ORCA calculation (ωB97M-V with the def2-TZVPD basis set) on a 2-piece molecular cluster, C9H14 overall.

HOMO ... -9.02 eV
LUMO level ... 0.987 eV
Spin multiplicity ... 1

Geometry (Å):
C (0.24, -2.78, 0.94)
C (0.53, -1.31, 1.15)
C (1.85, -0.81, 1.20)
C (2.13, 0.53, 1.27)
C (1.07, 1.46, 1.32)
C (-0.20, 0.96, 1.51)
C (-0.49, -0.38, 1.28)
H (-0.36, -3.25, 1.71)
H (1.23, -3.28, 0.89)
H (-0.33, -2.91, 0.01)
H (2.64, -1.56, 1.13)
H (3.10, 0.97, 1.38)
H (1.26, 2.52, 1.38)
H (-0.99, 1.66, 1.73)
H (-1.50, -0.81, 1.39)
C (-1.90, 0.99, -2.69)
C (-2.06, 1.26, -4.17)
H (-2.65, 0.26, -2.31)
H (-0.91, 0.83, -2.31)
H (-2.49, 1.67, -2.06)
H (-1.11, 1.02, -4.68)
H (-2.77, 0.56, -4.61)
H (-2.33, 2.26, -4.45)

Atom charges from the natural (NBO) analysis, given in e for atoms 1 to 5: -0.631 -0.007 -0.217 -0.209 -0.218

2 | ORCA calculation (ωB97M-V with the def2-TZVPD basis set) on a 2-piece molecular cluster, C9H14 overall.

HOMO ... -8.97 eV
LUMO level ... 0.955 eV
Spin multiplicity ... 1

Geometry (Å):
C (0.27, -0.97, 2.22)
C (-0.05, -1.49, 0.85)
C (1.01, -1.67, -0.07)
C (0.70, -1.96, -1.36)
C (-0.60, -2.34, -1.84)
C (-1.58, -2.34, -0.86)
C (-1.30, -1.77, 0.39)
H (1.15, -1.55, 2.52)
H (-0.52, -0.96, 2.94)
H (0.66, 0.05, 2.14)
H (2.04, -1.57, 0.27)
H (1.32, -1.96, -2.24)
H (-0.60, -2.59, -2.89)
H (-2.59, -2.59, -1.15)
H (-2.24, -1.70, 0.95)
C (-0.03, 3.11, -0.97)
C (0.50, 3.30, 0.46)
H (-0.81, 2.35, -0.98)
H (-0.30, 4.03, -1.49)
H (0.82, 2.68, -1.50)
H (0.06, 4.09, 1.07)
H (1.57, 3.53, 0.57)
H (0.52, 2.33, 0.94)

Atom charges from the natural (NBO) analysis, given in e for atoms 1 to 5: -0.632 0.004 -0.231 -0.204 -0.224

3 | ORCA calculation (ωB97M-V with the def2-TZVPD basis set) on a 2-piece molecular cluster, C9H14 overall.

HOMO ... -8.70 eV
LUMO level ... 0.953 eV
Spin multiplicity ... 1

Geometry (Å):
C (0.42, 1.55, -0.38)
C (1.39, 0.37, -0.73)
C (2.46, 0.54, -1.62)
C (3.20, -0.55, -2.03)
C (3.02, -1.69, -1.15)
C (2.04, -1.88, -0.18)
C (1.19, -0.84, 0.02)
H (0.86, 1.94, 0.67)
H (-0.54, 1.16, -0.19)
H (0.36, 2.31, -1.05)
H (2.51, 1.43, -2.29)
H (3.77, -0.71, -3.00)
H (3.51, -2.69, -1.46)
H (1.95, -2.64, 0.66)
H (0.36, -0.82, 0.67)
C (-3.56, -0.25, 1.89)
C (-3.08, 0.94, 1.14)
H (-2.55, -0.79, 2.20)
H (-4.25, 0.01, 2.65)
H (-4.22, -0.96, 1.36)
H (-3.27, 1.92, 1.78)
H (-3.62, 0.95, 0.20)
H (-1.97, 0.67, 0.84)

Atom charges from the natural (NBO) analysis, given in e for atoms 1 to 5: -0.606 0.006 -0.237 -0.205 -0.223

4 | ORCA calculation (ωB97M-V with the def2-TZVPD basis set) on a 2-piece molecular cluster, C9H14 overall.

HOMO ... -9.00 eV
LUMO level ... 0.979 eV
Spin multiplicity ... 1

Geometry (Å):
C (-1.21, -0.93, 1.39)
C (0.13, -0.28, 1.35)
C (0.25, 1.12, 1.21)
C (1.44, 1.78, 1.37)
C (2.60, 1.05, 1.61)
C (2.54, -0.33, 1.65)
C (1.30, -0.98, 1.53)
H (-1.12, -2.01, 1.59)
H (-1.80, -0.72, 0.51)
H (-1.88, -0.61, 2.20)
H (-0.68, 1.63, 0.99)
H (1.51, 2.86, 1.34)
H (3.54, 1.57, 1.75)
H (3.42, -0.92, 1.87)
H (1.36, -2.05, 1.57)
C (-1.18, -0.67, -3.23)
C (-1.63, 0.37, -2.21)
H (-1.97, -1.39, -3.39)
H (-1.14, -0.20, -4.22)
H (-0.22, -1.15, -3.02)
H (-0.94, 1.19, -2.04)
H (-1.75, -0.12, -1.25)
H (-2.57, 0.80, -2.56)

Atom charges from the natural (NBO) analysis, given in e for atoms 1 to 5: -0.637 -0.008 -0.217 -0.199 -0.222

Of them, 3 has the lowest stability.

1 | ORCA calculation (ωB97M-V with the def2-TZVPD basis set) on a 2-piece molecular cluster, C9H14 overall.

HOMO ... -8.97 eV
LUMO level ... 1.029 eV
Spin multiplicity ... 1

Geometry (Å):
C (0.36, 1.99, -1.85)
C (-0.32, 0.67, -1.52)
C (0.51, -0.42, -1.22)
C (-0.07, -1.68, -1.08)
C (-1.42, -1.91, -1.26)
C (-2.25, -0.79, -1.32)
C (-1.70, 0.47, -1.62)
H (1.01, 2.19, -1.00)
H (-0.36, 2.79, -2.02)
H (0.98, 1.89, -2.74)
H (1.57, -0.24, -1.18)
H (0.64, -2.47, -0.85)
H (-1.77, -2.93, -1.31)
H (-3.32, -0.71, -1.19)
H (-2.26, 1.24, -2.14)
C (1.05, 0.49, 2.17)
C (1.11, -0.54, 3.32)
H (1.93, 1.12, 2.11)
H (0.63, 0.07, 1.25)
H (0.31, 1.22, 2.49)
H (2.10, -0.50, 3.76)
H (0.39, -0.39, 4.13)
H (0.88, -1.57, 3.06)

Atom charges from the natural (NBO) analysis, given in e for atoms 1 to 5: -0.636 0.009 -0.234 -0.203 -0.232

2 | ORCA calculation (ωB97M-V with the def2-TZVPD basis set) on a 2-piece molecular cluster, C9H14 overall.

HOMO ... -9.09 eV
LUMO level ... 1.009 eV
Spin multiplicity ... 1

Geometry (Å):
C (-0.64, 1.82, -1.91)
C (0.28, 1.41, -0.80)
C (1.60, 1.04, -1.16)
C (2.47, 0.37, -0.30)
C (2.00, -0.09, 0.92)
C (0.73, 0.24, 1.32)
C (-0.11, 0.97, 0.45)
H (-1.46, 1.12, -2.04)
H (-0.05, 1.77, -2.83)
H (-1.04, 2.83, -1.82)
H (1.98, 1.34, -2.13)
H (3.36, -0.03, -0.78)
H (2.68, -0.57, 1.62)
H (0.26, 0.04, 2.27)
H (-1.15, 1.09, 0.73)
C (-2.53, -2.99, 0.43)
C (-2.13, -1.66, 1.04)
H (-3.48, -2.98, -0.08)
H (-1.74, -3.31, -0.26)
H (-2.49, -3.79, 1.17)
H (-2.38, -0.77, 0.48)
H (-2.77, -1.41, 1.91)
H (-1.12, -1.76, 1.44)

Atom charges from the natural (NBO) analysis, given in e for atoms 1 to 5: -0.631 -0.015 -0.199 -0.219 -0.221

3 | ORCA calculation (ωB97M-V with the def2-TZVPD basis set) on a 2-piece molecular cluster, C9H14 overall.

HOMO ... -9.04 eV
LUMO level ... 0.968 eV
Spin multiplicity ... 1

Geometry (Å):
C (-3.16, -1.33, 0.81)
C (-1.86, -0.46, 0.77)
C (-1.15, -0.57, 2.04)
C (-0.03, 0.16, 2.27)
C (0.46, 1.08, 1.43)
C (-0.11, 1.18, 0.17)
C (-1.20, 0.33, -0.13)
H (-3.93, -0.78, 1.26)
H (-2.99, -2.08, 1.59)
H (-3.41, -1.92, -0.04)
H (-1.73, -1.43, 2.69)
H (0.41, 0.06, 3.26)
H (1.23, 1.86, 1.68)
H (0.39, 1.78, -0.60)
H (-1.42, 0.53, -1.13)
C (3.14, -0.80, -2.84)
C (2.83, 0.76, -3.06)
H (4.18, -1.12, -3.04)
H (2.91, -1.04, -1.83)
H (2.54, -1.48, -3.52)
H (3.64, 1.27, -2.49)
H (2.78, 1.15, -4.03)
H (1.87, 1.15, -2.55)

Atom charges from the natural (NBO) analysis, given in e for atoms 1 to 5: -0.620 -0.019 -0.188 -0.237 -0.221

Of them, 3 has the lowest stability.

1 | ORCA calculation (ωB97M-V with the def2-TZVPD basis set) on a 2-piece molecular cluster, C9H14 overall.

HOMO ... -8.92 eV
LUMO level ... 0.964 eV
Spin multiplicity ... 1

Geometry (Å):
C (-1.60, -0.88, 1.49)
C (-1.30, -1.20, 0.06)
C (-0.15, -0.77, -0.55)
C (0.19, -1.17, -1.83)
C (-0.70, -1.90, -2.61)
C (-1.99, -2.15, -2.08)
C (-2.20, -1.91, -0.74)
H (-2.25, 0.02, 1.40)
H (-0.79, -0.45, 2.08)
H (-2.22, -1.63, 1.98)
H (0.52, -0.22, 0.10)
H (1.13, -1.00, -2.34)
H (-0.55, -2.11, -3.65)
H (-2.81, -2.44, -2.71)
H (-3.11, -2.25, -0.25)
C (2.79, 2.04, 0.92)
C (1.61, 2.93, 1.41)
H (3.11, 1.47, 1.79)
H (2.38, 1.54, 0.04)
H (3.68, 2.59, 0.62)
H (1.07, 3.44, 0.62)
H (2.17, 3.60, 2.09)
H (1.01, 2.45, 2.17)

Atom charges from the natural (NBO) analysis, given in e for atoms 1 to 5: -0.637 -0.014 -0.214 -0.212 -0.222

2 | ORCA calculation (ωB97M-V with the def2-TZVPD basis set) on a 2-piece molecular cluster, C9H14 overall.

HOMO ... -9.07 eV
LUMO level ... 1.016 eV
Spin multiplicity ... 1

Geometry (Å):
C (-2.21, -1.84, 0.44)
C (-1.18, -1.06, 1.21)
C (-1.48, -0.54, 2.47)
C (-0.52, 0.17, 3.18)
C (0.71, 0.44, 2.59)
C (0.96, 0.02, 1.30)
C (-0.02, -0.64, 0.57)
H (-2.17, -2.89, 0.75)
H (-1.92, -1.90, -0.62)
H (-3.23, -1.46, 0.47)
H (-2.48, -0.68, 2.87)
H (-0.71, 0.46, 4.20)
H (1.48, 0.95, 3.16)
H (1.89, 0.27, 0.81)
H (0.16, -0.77, -0.49)
C (0.84, 1.13, -3.41)
C (1.82, 1.25, -2.25)
H (1.18, 1.73, -4.26)
H (0.74, 0.12, -3.78)
H (-0.17, 1.49, -3.21)
H (2.68, 0.62, -2.49)
H (1.44, 0.85, -1.31)
H (2.18, 2.27, -2.19)

Atom charges from the natural (NBO) analysis, given in e for atoms 1 to 5: -0.634 0.000 -0.219 -0.202 -0.229

3 | ORCA calculation (ωB97M-V with the def2-TZVPD basis set) on a 2-piece molecular cluster, C9H14 overall.

HOMO ... -8.82 eV
LUMO level ... 1.019 eV
Spin multiplicity ... 1

Geometry (Å):
C (-1.36, -2.04, 1.17)
C (-1.08, -0.83, 0.23)
C (-0.85, 0.53, 0.67)
C (-1.06, 1.62, -0.06)
C (-1.23, 1.48, -1.44)
C (-1.14, 0.19, -1.91)
C (-1.16, -0.99, -1.17)
H (-1.13, -1.97, 2.14)
H (-0.90, -2.83, 0.74)
H (-2.47, -2.36, 1.06)
H (-0.70, 0.59, 1.82)
H (-1.13, 2.60, 0.23)
H (-1.32, 2.27, -2.18)
H (-1.30, 0.16, -2.95)
H (-1.29, -1.94, -1.59)
C (2.17, 1.00, 0.97)
C (2.34, -0.11, -0.02)
H (1.73, 0.73, 1.88)
H (3.13, 1.47, 1.10)
H (1.60, 1.81, 0.49)
H (1.82, -0.02, -1.06)
H (3.39, -0.22, -0.40)
H (1.92, -1.16, 0.26)

Atom charges from the natural (NBO) analysis, given in e for atoms 1 to 5: -0.616 0.033 -0.220 -0.218 -0.219

Of them, 3 has the lowest stability.